(1)
10
Properties=species:S:1:pos:R:3:forces:R:3 method="wB97M-V/def2-TZVPD" gap_ha=0.1567 de_lowest_ev=2.642 homo_ha=-0.95039 charge=+3
In 0.910 1.060 -0.106 -1.20 -1.28 -0.12
O 0.488 1.270 -3.032 -0.50 0.85 2.40
H 1.257 1.755 -3.331 1.05 0.83 -0.57
H 0.354 0.598 -3.699 -0.29 -1.51 -0.75
O 0.638 -1.577 1.267 0.68 1.92 -0.07
H -0.136 -1.871 1.748 -1.19 -0.40 0.05
H 1.247 -2.314 1.318 0.92 -0.99 -0.32
O -1.326 0.565 1.738 0.90 1.24 -1.41
H -2.025 0.000 1.407 -0.81 -0.73 -0.65
H -1.407 0.513 2.690 0.44 0.07 1.44

=====

(2)
54
Properties=species:S:1:pos:R:3:forces:R:3 method="wB97M-V/def2-TZVPD" gap_ha=0.3085 de_lowest_ev=19.710 homo_ha=-0.28789
C -5.455 -1.768 -0.514 0.96 0.30 -4.05
C -3.937 -2.299 -0.452 -7.79 4.36 1.22
O -3.549 -3.236 -0.969 2.28 -6.49 -3.79
N -3.265 -1.491 0.283 0.16 3.75 1.84
C -1.935 -1.728 0.462 -3.39 12.46 7.44
C -1.200 -2.668 0.210 4.58 -5.62 -1.41
C 0.114 -2.730 0.638 4.26 1.53 -2.43
C 0.742 -1.571 1.119 0.20 -3.72 0.95
C -0.112 -0.543 1.620 5.90 1.37 1.89
C -1.362 -0.598 1.402 -7.57 1.14 -2.12
H -2.079 0.447 1.808 2.02 -3.65 -1.38
H 0.269 0.305 2.224 0.14 -0.67 -0.47
O 2.104 -1.676 1.493 -9.30 9.24 5.31
C 3.049 -2.296 1.106 6.69 -10.85 -5.28
C 3.323 -2.198 -0.558 8.71 1.42 12.30
O 3.945 -3.353 -0.788 4.93 -3.69 -1.44
H 4.921 -3.526 -0.447 -3.23 1.28 -0.82
C 4.116 -0.964 -0.689 -3.10 1.43 -8.44
N 3.591 0.474 -0.891 -0.68 -1.00 3.35
C 3.266 1.115 0.546 -1.90 -0.82 -2.98
C 2.875 2.523 0.044 -0.68 2.18 9.08
N 1.606 2.685 -0.523 8.68 -4.10 -9.33
C 0.465 2.785 -0.060 -5.37 1.13 3.14
C -0.719 2.140 -0.544 7.82 -3.77 -8.37
C -1.916 2.464 -0.430 -6.74 1.10 5.81
C -2.041 3.064 0.945 -8.76 -1.50 -4.27
C -1.003 3.415 1.563 4.40 6.60 5.88
C 0.288 3.591 1.013 -4.08 -2.67 0.00
H 0.996 3.879 1.651 2.85 1.65 1.86
H -1.109 4.154 2.530 -0.19 -2.37 -1.96
H -3.106 3.295 1.300 1.74 -0.49 -0.29
Cl -3.303 1.545 -1.114 1.12 1.11 0.18
H -0.538 1.508 -1.572 -0.13 1.01 2.70
C 1.933 1.748 -1.937 -3.33 15.22 -2.30
H 1.069 1.908 -2.579 0.15 -0.47 0.06
C 2.327 0.609 -1.599 2.28 -17.06 2.08
H 2.503 -0.114 -2.746 -0.67 1.88 3.31
H 1.420 -0.041 -0.865 2.11 1.63 -2.42
H 2.804 2.384 -2.382 -1.48 -0.92 0.57
H 2.673 3.188 1.169 1.25 -1.76 -2.81
H 3.813 2.926 -0.265 -0.15 0.96 -1.57
H 4.094 1.114 1.227 0.76 0.11 -0.12
H 2.407 0.579 1.076 1.02 0.66 -0.94
H 4.521 -1.235 -1.742 0.20 0.99 1.10
H 4.883 -0.760 -0.139 4.59 0.17 3.93
H 2.551 -2.226 -1.003 -10.50 0.07 -5.94
H 2.798 -3.535 1.259 0.60 2.18 -0.62
H 4.068 -2.356 1.697 -1.72 1.38 -0.86
H 0.828 -3.329 -0.001 -0.97 -0.26 1.41
H -1.699 -3.299 -0.396 -0.33 -3.18 -1.86
H -3.732 -0.560 0.589 1.63 -2.44 -0.72
H -6.052 -2.409 -1.271 0.95 0.82 1.55
H -5.304 -0.723 -1.164 -0.88 -2.24 2.34
H -5.915 -1.771 0.475 -0.04 0.61 -0.29

=====

(3)
52
Properties=species:S:1:pos:R:3:forces:R:3 method="wB97M-V/def2-TZVPD" gap_ha=0.3330 de_lowest_ev=3.767 homo_ha=-0.30890 smiles="COc1cc(C)ccc1OCc1cc(C(=O)N2CCCCCCC2)no1"
C 3.473 0.290 -0.026 0.10 -0.18 0.17
O 2.987 1.368 -0.788 -0.24 0.28 -0.52
C 2.097 1.118 -1.797 0.09 0.13 0.02
C 1.776 -0.157 -2.240 0.08 0.08 0.08
C 0.893 -0.369 -3.292 -0.08 0.09 -0.03
C 0.590 -1.768 -3.739 0.08 0.03 -0.04
C 0.328 0.730 -3.916 0.03 -0.14 0.06
C 0.614 2.007 -3.470 0.26 0.14 0.28
C 1.479 2.225 -2.408 -0.04 -0.15 -0.18
O 1.669 3.539 -2.046 0.09 -0.26 -0.23
C 1.860 3.848 -0.679 0.25 0.26 0.52
C 0.948 3.054 0.195 -0.97 -0.17 -0.29
C -0.334 2.623 -0.008 0.63 0.24 0.31
C -0.579 1.773 1.100 0.68 0.71 -0.13
C -1.857 1.070 1.423 -0.05 -0.04 0.09
O -2.707 1.632 2.087 -0.01 0.21 0.17
N -2.004 -0.169 0.905 -0.13 -0.08 -0.06
C -1.017 -0.807 0.071 0.39 -0.24 -0.21
C -0.227 -1.931 0.762 -0.03 0.20 0.02
C 0.162 -1.614 2.212 -0.08 -0.24 0.01
C -0.752 -2.247 3.264 0.03 0.29 0.04
C -2.173 -1.688 3.364 0.05 -0.28 -0.02
C -3.080 -2.035 2.177 0.01 0.20 0.00
C -3.234 -0.879 1.181 -0.41 -0.08 0.14
N 0.468 1.733 1.883 -0.73 -0.69 0.67
O 1.419 2.523 1.330 0.36 0.45 -0.43
H 4.099 -0.378 -0.626 -0.04 0.02 0.02
H 4.077 0.741 0.759 -0.03 -0.09 -0.02
H 2.658 -0.278 0.433 -0.01 0.01 -0.02
H 2.232 -1.016 -1.772 0.07 -0.08 0.10
H 1.431 -2.172 -4.302 0.01 -0.11 -0.05
H 0.417 -2.419 -2.884 -0.04 -0.10 0.03
H -0.287 -1.787 -4.380 -0.07 -0.06 -0.04
H -0.352 0.593 -4.744 -0.09 -0.03 -0.09
H 0.165 2.870 -3.935 -0.07 0.13 -0.03
H 2.895 3.672 -0.364 -0.21 0.09 -0.05
H 1.638 4.918 -0.604 0.05 -0.19 0.03
H -0.995 2.856 -0.815 -0.10 0.06 -0.23
H -1.523 -1.211 -0.814 0.04 0.12 0.00
H -0.316 -0.045 -0.277 -0.09 -0.14 -0.04
H 0.672 -2.093 0.164 -0.01 -0.05 -0.07
H -0.794 -2.861 0.732 0.03 -0.08 -0.06
H 1.169 -1.998 2.391 0.03 0.09 0.00
H 0.197 -0.533 2.363 0.14 -0.09 0.05
H -0.806 -3.326 3.086 0.02 -0.07 0.04
H -0.274 -2.104 4.236 0.02 -0.09 0.03
H -2.132 -0.606 3.491 -0.04 0.07 0.12
H -2.616 -2.101 4.273 -0.02 0.08 0.02
H -2.704 -2.926 1.673 -0.05 -0.08 0.00
H -4.082 -2.275 2.537 -0.01 -0.05 -0.06
H -3.920 -0.138 1.599 0.05 -0.16 -0.14
H -3.647 -1.251 0.236 0.02 0.08 0.02